Computed, not measured: a single C31H31N3O6 molecule, with ωB97M-V/def2-TZVPD.

```
! wB97M-V def2-TZVPD RIJCOSX def2/J DEFGRID3
* xyz 0 1
O -4.886 -2.103 0.328
O -4.421 -3.823 -1.044
O -3.291 -1.232 -1.848
O 2.828 -2.402 -0.366
O 0.252 2.094 0.992
O 0.116 -2.946 0.599
N -1.778 -2.273 -0.477
N 2.528 -0.701 1.094
N 0.546 0.395 -0.462
C -4.490 1.200 1.091
C -2.162 -1.415 -1.483
C 4.380 0.620 -1.361
C -0.897 -0.743 -1.982
C -2.700 -2.950 0.414
C 3.499 3.243 -1.280
C 3.379 -1.331 2.091
C -0.688 0.605 -1.216
C 2.141 0.668 1.332
C -5.628 1.507 1.812
C 1.336 -0.670 -1.030
C -5.749 3.639 0.730
C -1.844 0.920 -0.316
C 5.882 -1.800 2.550
C -3.961 2.112 0.178
C 3.097 0.926 -1.799
C 0.885 1.135 0.607
C 2.166 -0.166 -2.241
C 5.211 1.616 -0.881
C -4.616 3.332 0.002
C 5.751 -1.592 1.074
C -6.179 -1.965 -0.249
C -0.407 -2.377 -0.316
C 2.668 2.247 -1.762
C -4.093 -3.018 -0.219
C 0.235 -1.639 -1.485
C 2.307 -1.349 -0.061
C 4.821 -0.885 2.013
C -2.772 1.825 -0.611
C -6.259 2.728 1.640
C 4.771 2.928 -0.832
H -0.937 -0.590 -3.059
H 0.599 -2.369 -2.209
H 5.570 -2.747 2.961
H -1.897 0.340 0.594
H 1.491 0.199 -3.016
H 3.319 -2.407 1.912
H -4.222 4.046 -0.706
H -2.759 -2.410 1.365
H 2.731 -1.015 -2.629
H -2.657 2.423 -1.506
H 6.207 1.369 -0.544
H 5.418 3.704 -0.452
H 1.680 2.504 -2.113
H 5.340 -2.394 0.481
H 6.512 -1.016 0.570
H 4.722 -0.404 -1.391
H -0.556 1.424 -1.933
H 2.954 1.355 1.056
H -6.698 -1.220 0.348
H -6.027 0.788 2.514
H 2.962 -1.108 3.078
H -6.240 4.591 0.586
H 3.151 4.264 -1.251
H -6.706 -2.920 -0.231
H -6.078 -1.627 -1.281
H 4.965 0.180 2.155
H -4.028 0.234 1.215
H 6.725 -1.361 3.061
H -7.148 2.965 2.206
H -2.322 -3.961 0.589
H 1.952 0.802 2.402
*
```

LUMO level, eV: 0.5144
SMILES: COC(=O)CN1C(=O)[C@H]2[C@@H](/C=C/c3ccccc3)N3C(=O)CN(CC4CC4)C(=O)[C@@]3(Cc3ccccc3)[C@H]2C1=O
Calculated total energy, eV: -49406.978
Relative energy (zero: lowest compared OMol25 entry of this formula, charge and spin), kcal/mol: 0.0
Maximum force, eV/A: 0.67
Frontier orbital gap, eV: 8.990
HOMO energy, eV: -8.48